{"formula": "C10H5Cl20N2O4PS", "method": "ωB97M-V/def2-TZVPD", "homo_lumo_gap_ev": 6.99, "charge": 0, "symbols": ["O", "C", "O", "C", "C", "N", "N", "C", "C", "P", "O", "O", "S", "H", "H", "H", "H", "H", "C", "Cl", "Cl", "Cl", "Cl", "C", "Cl", "Cl", "Cl", "Cl", "C", "Cl", "Cl", "Cl", "Cl", "C", "Cl", "Cl", "Cl", "Cl", "C", "Cl", "Cl", "Cl", "Cl"], "coordinates": [[-1.0945, 2.7936, 2.9776], [-1.1263, 2.6943, 1.7513], [-2.2560, 2.6693, 1.1122], [0.1185, 2.5521, 0.8458], [0.8775, 3.6563, 0.1897], [1.9506, 3.6374, -0.5918], [2.4254, 2.4353, -0.8844], [1.8286, 1.3149, -0.4001], [0.6868, 1.2083, 0.4905], [-0.0733, -0.3618, 1.1266], [-1.4349, -0.6764, 0.2102], [-0.4773, -0.2990, 2.7388], [1.2144, -1.7823, 0.7902], [0.4706, 4.6824, 0.3953], [3.2338, 2.3698, -1.5096], [2.2833, 0.3409, -0.7312], [-1.8655, 0.2053, 0.0749], [-1.0940, 0.4628, 2.8614], [-1.8110, 4.5372, -3.0783], [-3.2921, 3.7426, -2.5261], [-0.4766, 4.1278, -1.9759], [-1.4133, 3.9828, -4.7152], [-2.0471, 6.2931, -3.0884], [4.8613, -2.2148, 2.9393], [3.9165, -3.1406, 4.1166], [4.7837, -3.0158, 1.3577], [4.1982, -0.5745, 2.8085], [6.5499, -2.1268, 3.4730], [-2.8992, -2.5610, 4.7046], [-3.2770, -0.8534, 5.0001], [-2.1812, -2.7348, 3.0960], [-1.7519, -3.1330, 5.9295], [-4.3882, -3.5201, 4.7966], [1.9429, -2.7137, -3.5571], [3.5209, -2.3765, -4.2952], [0.6857, -2.6882, -4.8038], [1.9797, -4.3073, -2.7855], [1.5828, -1.4773, -2.3355], [-3.2301, -2.6301, -3.3007], [-4.1701, -3.5604, -2.1206], [-3.3238, -3.4201, -4.8867], [-3.8887, -0.9877, -3.4187], [-1.5393, -2.5505, -2.7814]], "forces_ev_per_a": [[2.04, -0.36, -0.37], [-4.18, 0.62, -0.33], [3.39, -0.53, -0.46], [2.56, -2.08, -1.63], [-0.95, 0.67, 1.58], [-0.89, -0.08, 0.90], [-1.88, -1.53, 1.36], [-0.23, -2.23, 0.31], [-0.34, 4.66, -0.20], [0.33, -3.03, 0.09], [1.48, 2.42, 1.45], [0.10, 1.58, -3.08], [-0.60, 0.72, 0.65], [0.74, -1.09, -0.20], [-0.45, 0.15, 0.36], [-0.30, 1.17, 0.45], [-0.32, -0.66, -0.03], [0.22, -0.24, 0.54], [-0.33, -0.04, -0.13], [0.25, 0.09, -0.03], [-0.65, 0.23, -0.91], [0.01, 0.05, 0.18], [0.08, -0.21, 0.02], [-0.07, -0.06, 0.00], [0.10, 0.13, -0.17], [0.01, 0.11, 0.16], [0.11, -0.14, 0.04], [-0.16, 0.00, -0.06], [0.05, 0.00, -0.09], [0.05, -0.15, -0.04], [-0.24, -0.24, 0.22], [-0.12, 0.06, -0.11], [0.13, 0.10, 0.01], [0.00, -0.02, -0.28], [-0.12, -0.02, 0.09], [0.70, -0.04, -0.31], [-0.02, 0.24, -0.04], [0.07, -0.33, -0.47], [0.05, -0.04, 0.15], [0.08, 0.10, -0.14], [0.01, 0.08, 0.12], [0.07, -0.14, 0.00], [-0.80, 0.05, 0.39]]}

{"formula": "C10H5ClNO5Sr", "method": "ωB97M-V/def2-TZVPD", "homo_lumo_gap_ev": [6.37, 6.37], "de_lowest_kcal_mol": 0.00, "charge": 1, "symbols": ["O", "C", "Sr", "C", "O", "C", "O", "C", "O", "C", "O", "H", "Cl", "C", "C", "C", "C", "N", "C", "H", "H", "H", "H"], "coordinates": [[1.4838, -2.6667, -4.8132], [1.4615, -2.3038, -3.7240], [0.7117, -0.6232, -0.1637], [0.5636, 0.3929, 2.3438], [0.6960, 0.5688, 3.4751], [-1.6277, 1.2712, -0.2584], [-2.5236, 1.9822, -0.3567], [-1.6086, -1.9216, 0.1389], [-2.3476, -2.7935, 0.3339], [1.3461, 1.8509, -0.8627], [1.9845, 2.6833, -1.3711], [-0.5534, -0.2803, -2.2184], [-3.2756, -2.6811, 4.8477], [-3.1297, -1.1868, 3.9938], [-3.8907, -0.0441, 4.3494], [-3.6909, 1.1379, 3.6364], [-2.7435, 1.1062, 2.5881], [-2.0555, 0.0333, 2.2254], [-2.2165, -1.0836, 2.9258], [-4.5836, -0.1221, 5.1925], [-4.2167, 2.0841, 3.8483], [-2.5479, 2.0356, 2.0467], [-1.6070, -1.9511, 2.6805]], "forces_ev_per_a": [[-0.14, 1.05, 2.96], [0.20, -1.06, -2.82], [-1.06, -0.03, -1.46], [0.80, 0.67, 4.26], [-0.54, -0.45, -3.78], [-1.82, 1.78, -0.27], [2.20, -1.85, -0.01], [-2.97, -4.02, 0.75], [2.65, 3.55, -1.02], [3.40, 4.17, -2.62], [-3.12, -3.63, 2.31], [0.67, -0.07, 0.93], [-0.02, 0.28, -0.12], [0.16, 1.04, -0.54], [0.34, -0.58, -0.03], [0.59, -0.34, -0.47], [-0.83, 0.84, 0.61], [0.15, -0.10, 0.33], [-0.91, -0.33, 1.20], [0.20, 0.12, -0.38], [0.29, -0.76, 0.00], [-0.10, -0.38, 0.12], [-0.13, 0.11, 0.04]]}

{"formula": "C10H6BrClF6IrN2O8S2", "method": "ωB97M-V/def2-TZVPD", "homo_lumo_gap_ev": 9.32, "de_lowest_kcal_mol": 3.55, "charge": 1, "symbols": ["Ir", "O", "C", "C", "C", "N", "C", "Br", "C", "H", "H", "H", "H", "F", "C", "F", "F", "S", "O", "O", "N", "S", "O", "O", "C", "F", "F", "F", "O", "C", "Cl", "C", "C", "O", "O", "H", "H"], "coordinates": [[0.4303, 0.3924, 0.6793], [1.8470, -5.1897, -1.7738], [1.3454, -4.0483, -1.3158], [0.0072, -3.6712, -1.4511], [-0.4086, -2.4567, -0.9545], [0.4303, -1.6218, -0.3282], [1.6846, -2.0249, -0.2016], [2.6723, -0.6947, 0.7776], [2.2318, -3.1870, -0.6540], [1.1795, -5.7279, -2.2190], [-0.7033, -4.3162, -1.9505], [-1.4293, -2.1209, -1.0629], [3.2712, -3.4480, -0.5201], [-2.5437, 4.6204, -0.2894], [-1.8602, 3.6929, 0.3449], [-0.5691, 3.9896, 0.3403], [-2.2874, 3.5725, 1.5929], [-2.1016, 2.0683, -0.5153], [-1.5167, 1.0548, 0.4272], [-3.4893, 1.8936, -0.7173], [-1.2281, 2.2571, -1.8083], [-0.1316, 1.2069, -2.1619], [0.9840, 1.2307, -1.1686], [-0.6278, -0.0902, -2.4957], [0.6804, 1.8977, -3.6719], [1.1228, 3.1156, -3.4334], [-0.1983, 1.9037, -4.6514], [1.6873, 1.0901, -3.9629], [1.3033, 2.9481, 1.9272], [0.8183, 1.8942, 1.9127], [-1.7301, 0.7248, 5.4316], [-0.5014, -0.3377, 4.7306], [-0.0631, 0.2056, 3.4026], [-0.1612, -0.5176, 2.3790], [0.4113, 1.3921, 3.3620], [-0.9141, -1.3321, 4.6007], [0.3577, -0.3664, 5.3991]], "forces_ev_per_a": [[-0.06, -0.42, 0.19], [0.03, -0.04, -0.01], [-0.07, 0.09, 0.03], [0.00, -0.03, -0.01], [-0.06, 0.04, -0.01], [0.03, 0.34, 0.11], [0.06, -0.06, 0.05], [-0.12, 0.03, -0.05], [0.02, -0.06, -0.01], [-0.01, 0.01, 0.01], [0.00, 0.01, 0.00], [0.00, 0.01, 0.00], [0.00, 0.01, 0.00], [-0.02, 0.00, -0.01], [0.09, -0.01, -0.03], [-0.11, 0.07, -0.04], [-0.01, -0.03, -0.02], [0.00, 0.19, -0.16], [0.18, -0.21, 0.08], [0.01, -0.03, 0.00], [-0.02, -0.08, 0.22], [-0.20, -0.05, -0.24], [0.09, -0.05, 0.24], [0.10, -0.05, -0.07], [-0.03, 0.25, 0.11], [0.01, 0.00, -0.01], [-0.02, 0.01, 0.00], [0.01, -0.02, 0.00], [0.05, -0.07, 0.07], [0.13, 0.08, -0.49], [0.00, -0.02, -0.01], [0.00, 0.03, 0.01], [-0.02, 0.17, 0.06], [0.04, 0.08, 0.02], [-0.10, -0.17, 0.04], [0.01, -0.01, -0.02], [0.00, 0.00, 0.00]]}

{"formula": "C10H6Cl2N2S2", "method": "ωB97M-V/def2-TZVPD", "smiles": "Clc1ncccc1SSc1cccnc1Cl", "homo_lumo_gap_ev": 8.58, "de_lowest_kcal_mol": 34.09, "charge": 0, "symbols": ["Cl", "Cl", "N", "N", "S", "S", "C", "C", "C", "C", "C", "C", "C", "C", "C", "C", "H", "H", "H", "H", "H", "H"], "coordinates": [[-0.3534, 1.5347, 1.8541], [-1.5897, -1.7638, 1.4247], [-2.8784, 1.6853, 1.0621], [0.6825, -2.5318, 2.5729], [-0.0574, 0.3176, -1.4582], [-0.1023, -1.7575, -1.2852], [-3.9389, 1.5468, 0.3001], [2.0083, -2.6885, 2.5831], [-1.6770, 1.3971, 0.6648], [0.0215, -2.2349, 1.3835], [-3.7750, 0.9742, -0.9752], [2.8343, -2.4420, 1.4919], [-2.6080, 0.7836, -1.5296], [2.2467, -1.9375, 0.2904], [-1.4944, 0.9157, -0.6850], [0.8390, -2.0014, 0.2207], [-5.0319, 1.7130, 0.7241], [2.4379, -3.1382, 3.4831], [-4.8036, 0.8946, -1.4578], [3.8143, -2.6735, 1.5325], [-2.3946, 0.6015, -2.5190], [2.8262, -1.6208, -0.5482]], "forces_ev_per_a": [[-0.84, -0.11, -1.07], [-0.86, -0.48, 0.40], [-0.33, 1.17, 1.84], [-1.83, 0.28, -1.67], [1.58, -0.10, -0.04], [0.66, 0.70, -0.07], [-1.01, -1.43, -0.03], [-0.44, -0.65, -0.75], [0.56, -1.03, -2.00], [5.19, 0.30, 1.60], [-7.03, 1.78, 0.91], [-3.76, 1.46, -1.41], [2.93, 0.41, 1.83], [-1.21, -1.72, 2.05], [-0.07, 0.16, 1.26], [-1.14, 0.34, 0.39], [2.64, -0.09, -0.77], [-0.22, 0.42, -0.10], [1.75, -0.22, -0.10], [3.22, -0.30, 0.24], [-0.02, -0.84, -2.06], [0.22, -0.05, -0.47]]}

{"formula": "C10H6FNO", "method": "ωB97M-V/def2-TZVPD", "homo_lumo_gap_ev": [8.42, 7.48], "charge": 0, "multiplicity": 3, "symbols": ["C", "C", "C", "C", "C", "C", "C", "C", "C", "C", "N", "O", "F", "H", "H", "H", "H", "H", "H"], "coordinates": [[-1.8992, 1.0286, 0.9385], [1.5595, -1.1058, 1.3530], [2.3048, -0.0359, 0.9193], [0.3647, -1.4056, 0.6974], [1.9057, 0.7116, -0.1805], [-0.1384, -0.6640, -0.3115], [0.6505, 0.4135, -0.7619], [-1.6497, -0.8102, -0.7183], [0.0249, 1.1558, -1.8089], [-2.4498, 0.0214, 0.0996], [-1.5662, 2.0486, 1.3584], [-2.0841, -1.6666, -1.4597], [-3.7412, -0.2512, 0.1611], [1.6848, -1.8867, 2.0497], [3.2842, 0.2635, 1.3601], [-0.1745, -2.2440, 1.1625], [2.5940, 1.4961, -0.5317], [0.2183, 2.1919, -2.0057], [-0.8882, 0.7391, -2.3215]], "forces_ev_per_a": [[-1.01, 0.07, -0.95], [-1.24, -0.39, -1.26], [1.89, 0.71, 0.19], [-0.49, -1.25, 1.43], [-0.30, -0.22, 0.36], [-0.80, 0.41, -0.62], [-0.76, 0.96, -1.68], [2.81, -1.26, 0.21], [-0.80, -0.25, -0.28], [-0.84, 0.13, 0.88], [0.29, 0.08, 0.58], [-0.21, 0.27, -0.05], [0.17, 0.53, 0.12], [1.47, 0.02, 1.35], [-0.92, -0.56, -0.11], [-0.12, 0.35, -0.60], [-0.80, -0.32, -0.03], [0.46, 0.22, -0.19], [1.20, 0.50, 0.63]]}

{"formula": "C10H6N2O5Sr", "method": "ωB97M-V/def2-TZVPD", "homo_lumo_gap_ev": 6.94, "de_lowest_kcal_mol": 28.80, "charge": 2, "symbols": ["O", "C", "Sr", "O", "C", "C", "O", "C", "O", "C", "O", "N", "C", "C", "C", "C", "C", "N", "H", "H", "H", "H", "H", "H"], "coordinates": [[0.0812, 3.1486, -3.2493], [0.0789, 2.0803, -2.9000], [0.0827, 0.0467, -1.6107], [0.0808, -1.9703, -4.9053], [0.0806, -1.4419, -3.8988], [0.0888, -2.7231, -1.0902], [0.0789, -3.8246, -0.7597], [-2.2641, -0.7817, -1.8711], [-3.4002, -0.8883, -1.8099], [2.4240, -0.7916, -1.8666], [3.5611, -0.8818, -1.8132], [-1.1969, -1.3769, 1.6432], [-0.5192, -0.2180, 1.7938], [-0.3936, 0.4589, 3.0338], [0.3023, 1.6484, 3.0714], [0.8810, 2.1891, 1.9240], [0.7453, 1.4965, 0.7354], [0.0789, 0.3376, 0.7209], [-1.3434, -1.8682, 0.7475], [-1.5960, -1.7791, 2.4868], [-0.8703, -0.0258, 3.8689], [0.3950, 2.1655, 4.0237], [1.4265, 3.1189, 1.9388], [1.1980, 1.8808, -0.2135]], "forces_ev_per_a": [[-0.01, -1.33, 0.32], [0.01, 3.79, -1.78], [0.05, -1.00, 0.89], [0.01, 1.20, 2.45], [-0.02, -1.49, -3.13], [0.02, -4.33, 1.35], [0.06, 3.88, -1.23], [-5.28, -0.65, 0.13], [3.47, 0.19, -0.25], [5.21, -0.59, 0.11], [-3.41, 0.12, -0.22], [-0.39, -0.61, -0.07], [1.03, 1.50, -0.08], [-0.15, -0.59, -0.86], [-0.33, -0.40, 0.60], [0.37, 0.25, -1.09], [0.03, 0.53, 1.62], [-0.74, -1.26, -0.61], [0.23, 0.71, 1.26], [0.02, -0.08, -0.55], [0.08, 0.35, 0.49], [0.02, -0.03, -0.20], [0.01, 0.08, 0.16], [-0.27, -0.24, 0.69]]}